A molecular structure, C16H12IN2O8S4SbW in a non-equilibrium geometry, computed with ωB97M-V/def2-TZVPD.

Values from the calculation:
- charge = -2
- energy above the lowest of the compared OMol25 structures with the same formula, charge and spin (eV) = 2.004
- maximum force (eV/Å) = 1.38
- molar mass (g mol⁻¹) = 921.05
- multiplicity = 3
- gap between HOMO and LUMO (spin up / spin down) (eV) = 4.6646 / 5.6596
- ⟨S²⟩ = 2.04

Cartesian coordinates (Å):
W (0.104, 1.016, 0.861)
I (-2.184, 1.902, -1.719)
Sb (-1.492, -1.017, 2.817)
S (-3.540, -0.785, 3.805)
S (-1.499, -0.923, 0.486)
S (0.143, 0.485, 3.417)
S (-1.310, -3.173, 3.716)
O (2.140, 4.019, -1.220)
O (3.846, 2.713, 0.716)
O (-0.594, 2.635, 1.736)
O (-1.591, 1.654, 1.498)
O (1.186, -0.707, 1.127)
O (5.026, 1.581, -1.684)
O (0.577, 2.617, -0.456)
O (1.948, 1.764, 1.408)
N (4.589, -1.675, 1.749)
N (0.892, 0.280, -1.187)
C (3.080, -0.317, -0.201)
C (3.271, -1.553, 1.885)
C (2.495, -0.839, 0.959)
C (2.661, 2.514, 0.596)
C (0.623, -0.547, -4.772)
C (5.165, -1.061, 0.696)
C (4.494, -0.387, -0.296)
C (2.620, -2.225, 3.057)
C (1.013, -0.471, -3.453)
C (2.259, 0.231, -1.211)
C (-0.513, 0.118, -5.205)
C (0.333, 0.288, -2.463)
C (-0.862, 0.898, -2.924)
C (-1.246, 0.814, -4.259)
C (5.273, 0.204, -1.439)
C (1.761, 3.137, -0.484)
H (6.339, 0.040, -1.237)
H (2.185, -1.498, 3.742)
H (1.866, -1.050, -3.135)
H (6.248, -1.127, 0.643)
H (-2.159, 1.312, -4.559)
H (4.763, 2.013, -0.856)
H (1.208, -1.149, -5.458)
H (3.367, -2.826, 3.573)
H (5.044, -0.312, -2.379)
H (1.792, -2.863, 2.734)
H (2.757, 0.632, -2.087)
H (-0.838, 0.079, -6.236)

Atomic partial charges in e from the natural (NBO) method, atoms 1 to 6: W 1.970; I 0.256; Sb 1.377; S -0.599; S -0.505; S -0.454

***

A molecular structure, C16H13AgNSTe, computed with ωB97M-V/def2-TZVPD.

Values from the calculation:
- charge = -1
- energy above the lowest of the compared OMol25 structures with the same formula, charge and spin (eV) = 0.347
- maximum force (eV/Å) = 0.59
- molar mass (g mol⁻¹) = 486.82
- gap between HOMO and LUMO (eV) = 6.5862

Cartesian coordinates (Å):
Te (-0.320, 1.074, 0.224)
Ag (-1.491, -1.188, 0.984)
S (-0.680, -3.288, 2.157)
N (-0.021, -2.431, -0.713)
C (1.404, -1.965, -2.564)
C (0.134, -2.167, -1.990)
C (-2.781, 2.837, 0.946)
C (-1.460, 5.253, 0.713)
C (-3.471, 4.028, 1.125)
C (2.373, -2.249, -0.381)
C (-2.820, 5.247, 1.000)
C (-1.423, 2.826, 0.633)
C (0.871, -2.858, 1.490)
C (1.060, -2.513, 0.103)
C (3.276, -2.566, 1.816)
C (3.475, -2.263, 0.496)
C (2.507, -1.989, -1.761)
C (-0.776, 4.060, 0.540)
C (1.997, -2.874, 2.298)
C (-1.120, -2.033, -2.805)
H (1.497, -1.774, -3.626)
H (1.856, -3.129, 3.340)
H (4.461, -2.027, 0.115)
H (-4.528, 3.998, 1.364)
H (-3.359, 6.179, 1.119)
H (4.112, -2.563, 2.507)
H (-1.695, -1.185, -2.427)
H (-1.735, -2.927, -2.695)
H (0.288, 4.076, 0.332)
H (-3.311, 1.897, 1.058)
H (3.498, -1.806, -2.162)
H (-0.925, 6.192, 0.624)
H (-0.893, -1.874, -3.859)

Atomic partial charges in e from the natural (NBO) method, atoms 1 to 6: Te -0.352; Ag 0.589; S -0.456; N -0.459; C -0.278; C 0.238

***

A molecular structure, C16H13ClFeO4S in a non-equilibrium geometry, computed with ωB97M-V/def2-TZVPD.

Values from the calculation:
- charge = +2
- energy above the lowest of the compared OMol25 structures with the same formula, charge and spin (eV) = 0.000
- maximum force (eV/Å) = 8.43
- molar mass (g mol⁻¹) = 392.64
- multiplicity = 5
- gap between HOMO and LUMO (spin up / spin down) (eV) = 8.8786 / 5.3908
- ⟨S²⟩ = 6.08

Cartesian coordinates (Å):
Fe (0.463, 3.172, -0.876)
Cl (3.882, -3.029, 3.304)
S (-0.930, -2.119, 1.376)
O (-0.358, 5.848, -0.144)
O (2.570, 4.202, -2.596)
O (-2.480, 2.880, -1.510)
O (2.258, 3.017, 1.463)
C (0.244, -4.522, 1.151)
C (0.338, -3.160, 1.498)
C (2.306, -5.017, 2.366)
C (0.061, 0.393, -2.252)
C (-0.219, 4.735, -0.491)
C (-0.169, -0.389, -1.142)
C (-0.832, 1.773, 0.001)
C (-3.739, 2.240, -1.277)
C (-1.316, 2.184, -1.290)
C (2.472, -3.633, 2.540)
C (1.623, 3.797, -2.059)
C (-0.385, 1.823, -2.331)
C (1.191, -5.431, 1.602)
C (-0.593, 0.285, 0.127)
C (1.499, 3.072, 0.583)
C (1.554, -2.708, 2.068)
H (-3.668, 1.526, -0.447)
H (1.084, -6.490, 1.363)
H (-0.636, -4.803, 0.569)
H (-4.013, 1.736, -2.205)
H (3.034, -5.728, 2.786)
H (0.627, 0.035, -3.141)
H (-1.288, 2.153, 0.928)
H (0.098, -1.455, -1.073)
H (0.160, 0.113, 0.910)
H (-0.484, 2.291, -3.318)
H (-1.599, -0.160, 0.395)
H (-4.467, 3.010, -1.042)
H (1.713, -1.644, 2.163)

Atomic partial charges in e from the natural (NBO) method, atoms 1 to 6: Fe 0.081; Cl 0.130; S 0.680; O -0.362; O -0.350; O -0.504

***

A molecular structure, C16H13ClN2O6S in a non-equilibrium geometry, computed with ωB97M-V/def2-TZVPD.

Values from the calculation:
- charge = 0
- energy above the lowest of the compared OMol25 structures with the same formula, charge and spin (eV) = 13.780
- maximum force (eV/Å) = 17.55
- molar mass (g mol⁻¹) = 396.81
- gap between HOMO and LUMO (eV) = 8.1160

Cartesian coordinates (Å):
Cl (-0.039, 3.360, 1.127)
S (-3.591, -1.391, 0.064)
O (1.757, -0.202, -2.548)
O (0.112, 1.224, -2.528)
O (-4.143, -1.254, -1.407)
O (-3.758, -0.324, 1.002)
O (-4.178, -2.601, 0.919)
O (2.162, 1.338, -0.134)
N (2.443, -0.810, 0.179)
N (0.836, 0.078, -2.061)
C (2.937, 0.362, 0.032)
C (3.319, -1.761, 0.491)
C (-1.918, -1.633, 0.126)
C (-1.223, -0.713, -1.115)
C (-3.638, 1.754, -0.711)
C (-3.135, 2.826, -1.009)
C (-2.083, 1.588, 1.147)
C (4.306, 0.342, 0.269)
C (-1.578, 2.708, 0.753)
C (-1.159, -2.241, 0.994)
C (0.125, -0.567, -1.047)
C (0.293, -2.177, 0.843)
C (-3.258, 0.943, 0.543)
C (-2.009, 3.263, -0.607)
C (4.455, -1.034, 0.872)
C (0.990, -1.223, 0.043)
H (2.971, -2.544, 1.580)
H (4.701, 0.214, -0.739)
H (5.484, -1.273, 0.811)
H (-1.714, -2.791, 1.775)
H (-1.377, 4.162, -0.911)
H (4.457, -0.830, 1.902)
H (0.861, -2.517, 1.855)
H (-1.747, 1.009, 2.127)
H (3.542, -2.401, -0.342)
H (-3.490, 3.099, -1.996)
H (-4.582, 1.408, -1.161)
H (-1.751, -0.443, -1.889)
H (4.617, 1.054, 0.753)

Atomic partial charges in e from the natural (NBO) method, atoms 1 to 6: Cl 0.051; S 2.298; O -0.220; O -0.534; O -0.856; O -0.669

***

A molecular structure, C16H13CuN2O in a non-equilibrium geometry, computed with ωB97M-V/def2-TZVPD.

Values from the calculation:
- charge = -1
- energy above the lowest of the compared OMol25 structures with the same formula, charge and spin (eV) = 0.000
- maximum force (eV/Å) = 2.25
- molar mass (g mol⁻¹) = 312.84
- multiplicity = 2
- gap between HOMO and LUMO (spin up / spin down) (eV) = 5.3890 / 7.8860
- ⟨S²⟩ = 0.78

Cartesian coordinates (Å):
Cu (0.512, 0.632, 0.244)
O (-0.553, -0.719, -0.226)
N (-1.711, -0.415, -1.519)
N (-0.360, -2.232, 0.635)
C (-3.085, -2.312, -2.057)
C (2.681, 4.271, 0.328)
C (3.373, 4.226, 1.530)
C (2.377, 2.075, 1.959)
C (1.653, 2.072, 0.751)
C (-1.302, -4.821, 0.835)
C (1.849, 3.220, -0.040)
C (0.148, -3.072, 1.514)
C (-2.340, 0.271, -2.451)
C (-3.358, -0.244, -3.243)
C (-1.419, -2.628, -0.250)
C (-3.721, -1.569, -3.022)
C (-2.045, -1.784, -1.249)
C (3.214, 3.115, 2.347)
C (-0.276, -4.384, 1.669)
C (-1.853, -3.970, -0.092)
H (-3.396, -3.334, -1.918)
H (-1.673, -5.836, 0.912)
H (2.791, 5.131, -0.326)
H (-3.834, 0.374, -3.991)
H (3.748, 3.062, 3.291)
H (1.328, 3.299, -0.990)
H (-2.645, -4.347, -0.718)
H (0.945, -2.670, 2.134)
H (-2.010, 1.299, -2.573)
H (2.283, 1.226, 2.630)
H (0.184, -5.023, 2.410)
H (-4.510, -2.024, -3.610)
H (4.025, 5.041, 1.826)

Atomic partial charges in e from the natural (NBO) method, atoms 1 to 6: Cu 0.650; O -0.657; N -0.265; N -0.260; C -0.244; C -0.241

***

A molecular structure, C16H13F3MgN2O7S, computed with ωB97M-V/def2-TZVPD.

Values from the calculation:
- charge = 0
- energy above the lowest of the compared OMol25 structures with the same formula, charge and spin (eV) = 0.000
- maximum force (eV/Å) = 0.40
- molar mass (g mol⁻¹) = 458.65
- gap between HOMO and LUMO (eV) = 7.7752

Cartesian coordinates (Å):
S (2.970, -0.228, 1.908)
Mg (1.182, -0.909, 0.057)
F (4.440, -2.375, 2.331)
F (3.757, -2.083, 0.293)
F (5.377, -0.879, 1.084)
O (0.334, -2.509, -0.416)
O (1.762, -1.065, 2.056)
O (3.474, 0.434, 3.058)
O (2.783, 0.532, 0.663)
O (0.777, -2.999, -2.546)
O (-4.261, 0.994, 4.961)
O (-4.657, 3.003, 4.127)
N (1.430, -0.102, -1.950)
N (-0.326, 0.655, -0.042)
C (-1.364, -3.591, -1.666)
C (-2.720, 0.252, 2.711)
C (1.416, 1.088, -4.448)
C (-1.516, 2.325, 1.303)
C (0.577, 0.892, -2.231)
C (-0.354, 1.267, -1.154)
C (-4.023, 1.809, 4.119)
C (2.292, 0.061, -4.160)
C (-2.422, 2.606, 2.313)
C (-3.041, 1.573, 3.010)
C (0.532, 1.515, -3.463)
C (4.227, -1.464, 1.394)
C (0.027, -2.997, -1.580)
C (2.262, -0.514, -2.893)
C (-1.817, -0.038, 1.707)
C (-1.237, 1.002, 0.987)
H (-2.103, -2.803, -1.506)
H (-4.461, 3.495, 3.326)
H (2.987, -0.309, -4.899)
H (-1.562, -1.063, 1.464)
H (-3.185, -0.538, 3.285)
H (-0.998, 3.128, 0.795)
H (-2.596, 3.642, 2.577)
H (-1.526, -4.053, -2.635)
H (1.411, 1.550, -5.426)
H (-1.079, 2.056, -1.358)
H (-0.179, 2.309, -3.649)
H (2.908, -1.342, -2.636)
H (-1.500, -4.325, -0.872)

Atomic partial charges in e from the natural (NBO) method, atoms 1 to 6: S 2.318; Mg 1.788; F -0.299; F -0.332; F -0.304; O -0.979